# 1
{
  "formula": "HN3O",
  "method": "wB97M-V/def2-TZVPD",
  "e_tot_ev": -6527.4155,
  "e_above_lowest_kcal_mol": 106.1,
  "fmax_ev_per_a": 7.314,
  "symbols": ["H", "N", "N", "O", "N"],
  "xyz": [[0.354, 0.232, 0.131], [-1.458, -1.993, -1.544], [-0.828, -0.405, 0.028], [-1.700, 0.138, 0.746], [-1.097, -1.065, -0.992]],
  "forces_ev_per_a": [[-3.8, -2.6, -1.3], [0.0, 0.0, -0.3], [5.2, 3.8, 3.5], [-1.1, 0.1, 0.1], [-0.3, -1.3, -2.0]],
  "lowdin_charge": [0.297, 0.219, -0.258, -0.140, -0.118]
}

=====

# 2
{
  "formula": "HN3O4",
  "method": "wB97M-V/def2-TZVPD",
  "e_tot_ev": -12668.2606,
  "e_above_lowest_kcal_mol": 56.6,
  "fmax_ev_per_a": 3.474,
  "symbols": ["H", "O", "N", "N", "O", "N", "O", "O"],
  "xyz": [[-0.686, -0.320, 1.541], [-0.994, -1.548, 0.453], [-0.157, 0.379, -0.094], [-0.376, -0.920, -0.445], [-0.036, -1.286, -1.503], [1.177, 0.988, -0.766], [1.426, 2.095, -0.467], [-0.354, 0.612, 1.281]],
  "forces_ev_per_a": [[0.3, 1.2, -0.2], [0.7, -0.3, -1.3], [0.5, 2.4, 0.8], [-1.1, -0.1, 3.3], [0.5, -0.8, -2.0], [0.5, 1.6, 0.3], [-1.3, -3.0, 0.0], [-0.1, -1.0, -0.9]],
  "lowdin_charge": [0.109, 0.037, -0.064, -0.423, 0.138, 0.107, 0.104, -0.008]
}

=====

# 3
{
  "formula": "HN3S",
  "method": "wB97M-V/def2-TZVPD",
  "e_tot_ev": -15320.4611,
  "e_above_lowest_kcal_mol": 0.0,
  "fmax_ev_per_a": 3.386,
  "symbols": ["H", "N", "N", "N", "S"],
  "xyz": [[-0.792, -1.052, 0.489], [0.400, 1.299, -1.666], [0.075, -0.718, 0.014], [-0.640, 1.497, -2.007], [0.476, -1.742, -1.049]],
  "forces_ev_per_a": [[0.5, 0.3, -0.1], [-3.0, 1.0, -1.3], [-1.0, 0.0, 1.2], [3.0, -0.5, 0.9], [0.4, -0.9, -0.8]],
  "lowdin_charge": [-0.026, -0.014, -0.545, 0.023, 0.562]
}

=====

# 4
{
  "formula": "HN5",
  "method": "wB97M-V/def2-TZVPD",
  "e_tot_ev": -7464.1115,
  "e_above_lowest_kcal_mol": 3.0,
  "fmax_ev_per_a": 3.537,
  "symbols": ["H", "N", "N", "N", "N", "N"],
  "xyz": [[0.252, -0.490, -0.111], [0.417, 1.512, 0.373], [-0.179, 0.397, 0.089], [-1.674, 1.854, 0.402], [-0.471, 2.400, 0.563], [-1.599, 0.648, 0.115]],
  "forces_ev_per_a": [[0.1, 0.0, 0.0], [1.3, -0.7, -0.1], [-3.2, 1.4, 0.3], [-1.0, 0.4, 0.1], [0.6, 0.9, 0.2], [2.3, -2.1, -0.5]],
  "lowdin_charge": [0.140, -0.026, -0.007, -0.078, -0.054, 0.025]
}

=====

# 5
{
  "formula": "HNO",
  "method": "wB97M-V/def2-TZVPD",
  "e_tot_ev": -3550.6342,
  "e_above_lowest_kcal_mol": 6.8,
  "fmax_ev_per_a": 3.703,
  "symbols": ["N", "O", "H"],
  "xyz": [[-0.497, -0.098, 0.039], [0.107, 0.851, -0.289], [0.390, -0.753, 0.250]],
  "forces_ev_per_a": [[2.4, -2.7, 0.9], [-0.1, 3.3, -1.1], [-2.3, -0.7, 0.2]],
  "lowdin_charge": [-0.003, -0.082, 0.085]
}

=====

# 6
{
  "formula": "HNO2",
  "method": "wB97M-V/def2-TZVPD",
  "e_tot_ev": -5598.1964,
  "e_above_lowest_kcal_mol": 8.3,
  "fmax_ev_per_a": 4.975,
  "symbols": ["O", "O", "N", "H"],
  "xyz": [[1.012, 0.118, -0.030], [-1.039, 0.233, -0.017], [-0.070, -0.546, 0.029], [0.700, 1.012, 0.169]],
  "forces_ev_per_a": [[2.8, 0.3, 0.6], [1.8, -2.5, 0.6], [-4.8, 1.0, -0.8], [0.2, 1.1, -0.4]],
  "lowdin_charge": [0.044, -0.040, -0.113, 0.108]
}

=====

# 7
{
  "formula": "HNO2",
  "method": "wB97M-V/def2-TZVPD",
  "e_tot_ev": -5594.1986,
  "e_above_lowest_kcal_mol": 100.5,
  "fmax_ev_per_a": 4.791,
  "symbols": ["N", "O", "H", "O"],
  "xyz": [[0.145, 0.213, -0.502], [0.635, -0.559, 0.544], [-0.239, 1.246, 0.076], [-0.541, -0.900, -0.117]],
  "forces_ev_per_a": [[0.0, 4.7, 0.7], [1.8, -0.3, 1.2], [0.6, -3.8, -1.8], [-2.3, -0.7, 0.0]],
  "lowdin_charge": [-0.056, -0.079, 0.203, -0.068]
}

=====

# 8
{
  "formula": "HNO2PS",
  "method": "wB97M-V/def2-TZVPD",
  "e_tot_ev": -25724.5863,
  "total_charge": -1,
  "e_above_lowest_kcal_mol": 49.7,
  "fmax_ev_per_a": 4.045,
  "symbols": ["P", "H", "S", "O", "N", "O"],
  "xyz": [[-0.306, 0.460, -1.199], [-0.982, 1.784, -1.833], [0.358, -0.602, 1.314], [1.649, -0.057, 0.591], [-0.799, 0.418, 0.230], [0.081, -2.003, 0.897]],
  "forces_ev_per_a": [[0.4, 1.2, -2.7], [0.2, -1.4, 0.8], [2.4, 0.5, -3.2], [-2.2, -1.3, 2.3], [-0.7, 0.4, 2.3], [0.0, 0.7, 0.6]],
  "lowdin_charge": [0.595, -0.170, 0.547, -0.713, -0.641, -0.618]
}